*a*
# C3H15N2O2

A cluster of 3 separate species, C3H15N2O2 in total (ωB97M-V/def2-TZVPD, OMol25).

Element x y z (Å)
C: -1.080 0.529 -0.990
C: -0.026 1.323 -1.808
C: 1.501 1.000 -1.507
N: 1.842 1.476 -0.143
N: -0.768 0.923 0.553
H: -1.026 -0.633 -0.898
H: -2.176 0.928 -1.269
H: -0.248 2.423 -1.716
H: -0.005 1.027 -2.845
H: 1.728 -0.117 -1.531
H: 2.091 1.534 -2.274
H: 2.201 2.569 -0.174
H: 2.690 0.965 0.102
H: -1.369 1.682 0.908
H: -0.986 0.099 1.084
H: 0.258 1.198 0.641
H: -1.901 -1.683 2.368
H: -0.531 -2.118 1.925
O: -1.053 -1.333 2.191
H: 0.295 -4.059 1.635
H: -1.015 -4.157 2.060
O: -0.421 -3.577 1.687

Molar mass in Da: 111.2
Spin multiplicity: 2
<S²>: 0.75
Kohn-Sham gap (spin up / spin down) in eV: 10.84 / 4.25
Charge: +2
LUMO energy (spin up / spin down) in eV: -7.2 / -13.8

*b*
# C3H15N2O2

A structure of composition C3H15N2O2 (ωB97M-V/def2-TZVPD, OMol25).

Element x y z (Å)
N: 1.982 0.711 -0.123
C: 2.467 -0.679 0.320
C: 1.078 -1.504 0.757
N: 0.060 -0.977 -0.158
C: -0.083 -1.649 -1.515
H: 1.919 1.084 0.830
H: 2.671 1.295 -0.713
H: 0.749 0.365 -0.392
H: 3.044 -1.207 -0.385
H: 3.013 -0.479 1.223
H: 1.386 -2.611 0.646
H: 0.898 -1.122 1.804
H: -0.795 -0.947 0.370
H: -0.606 -0.990 -2.104
H: -0.615 -2.683 -1.443
H: 0.931 -1.966 -1.937
H: -3.652 5.079 0.415
H: -2.249 5.379 0.141
O: -2.869 4.707 0.063
H: -3.634 -1.089 1.010
H: -2.837 0.102 0.516
O: -2.858 -0.821 0.675

Molar mass in Da: 111.2
Spin multiplicity: 2
<S²>: 0.76
Kohn-Sham gap (spin up / spin down) in eV: 8.48 / 1.78
Charge: +2
LUMO energy (spin up / spin down) in eV: -7.5 / -14.2

Stability ranking, top and bottom: *a* is the most stable and *b* is the least stable.

*a*
# C6H8S

The molecule C6H8S (ωB97M-V/def2-TZVPD, OMol25).

Element x y z (Å)
C: 0.310 -0.629 0.957
C: 0.262 0.719 0.889
C: -0.546 -1.305 -0.023
C: -0.662 1.289 -0.094
C: -1.372 -0.061 -0.494
C: 1.604 0.146 0.993
S: 2.723 0.072 -0.450
H: 0.179 -1.805 -0.693
H: -0.964 -2.105 0.499
H: -1.301 1.998 0.231
H: -0.177 1.796 -0.901
H: -1.555 0.041 -1.547
H: -2.296 -0.263 0.059
H: 2.142 0.187 1.935
H: 1.654 -0.080 -1.360

Molar mass in Da: 112.2
Kohn-Sham gap in eV: 9.56
Charge: 0
LUMO energy in eV: 0.8

*b*
# C6H8S

The molecule C6H8S (ωB97M-V/def2-TZVPD, OMol25).

Element x y z (Å)
C: 1.663 -0.702 -0.763
C: 2.081 -0.438 0.643
C: -1.115 1.171 0.569
C: -1.921 0.723 -0.628
C: 0.167 -0.943 -0.591
C: -0.888 -0.169 -0.082
S: -0.889 -1.952 0.299
H: 1.653 0.259 -1.249
H: 2.233 -1.488 -1.064
H: 2.071 -1.269 1.437
H: 1.667 0.362 1.290
H: -0.313 1.861 0.556
H: -1.822 1.158 1.486
H: -2.884 0.381 -0.222
H: -1.704 1.047 -1.681

Molar mass in Da: 112.2
Kohn-Sham gap (spin up / spin down) in eV: 8.47 / 7.44
Charge: 0
LUMO energy (spin up / spin down) in eV: 0.3 / 0.3

Stability ranking, top and bottom: *a* is the most stable and *b* is the least stable.

*a*
# C5H7NS

The molecule C5H7NS (ωB97M-V/def2-TZVPD, OMol25).

Element x y z (Å)
C: -1.768 1.735 0.739
C: -0.878 0.649 0.021
C: 0.386 0.732 -0.259
C: 1.225 -0.377 -0.705
C: 1.035 -1.679 0.229
H: -2.556 1.078 1.594
H: -1.535 -0.220 -0.129
H: 1.051 1.570 -0.301
H: 2.142 0.019 -1.052
H: 1.816 -2.471 0.275
H: 0.360 -1.381 1.206
H: -0.434 -1.449 -1.396
N: 0.549 -1.565 -1.178
S: -1.395 3.359 0.956

Molar mass in Da: 113.2
Kohn-Sham gap in eV: 7.92
Charge: 0
LUMO energy in eV: -0.9

*b*
# C5H7NS

A structure of composition C5H7NS (ωB97M-V/def2-TZVPD, OMol25).

Element x y z (Å)
C: -0.195 1.095 -0.811
C: 0.909 0.628 0.160
C: -0.257 -0.463 -0.880
C: -0.956 -0.829 0.443
C: -0.091 0.109 1.244
H: -1.031 1.587 -0.404
H: 0.136 1.416 -1.835
H: 1.766 1.115 0.440
H: 1.455 -1.446 -0.302
H: -0.632 -1.059 -1.741
H: -1.984 -0.807 0.518
H: -0.317 0.705 2.156
N: 1.160 -0.466 -0.770
S: 0.039 -1.583 1.782

Molar mass in Da: 113.2
Kohn-Sham gap in eV: 9.79
Charge: 0
LUMO energy in eV: 0.9

Stability ranking, top and bottom: *b* is the most stable and *a* is the least stable.

*a*
# C3H9OS

A cluster of 2 separate species, C3H9OS in total (ωB97M-V/def2-TZVPD, OMol25).

Element x y z (Å)
C: 0.293 0.240 -2.574
O: -0.100 -1.079 -2.224
H: -0.317 0.976 -2.035
H: 1.340 0.463 -2.271
H: 0.191 0.334 -3.661
C: -1.326 1.212 0.937
C: 0.140 0.895 1.165
S: 0.552 -0.762 1.550
H: -1.898 1.328 1.871
H: -1.862 0.447 0.365
H: -1.525 2.201 0.494
H: 0.597 1.194 0.183
H: 0.593 1.649 1.823
H: 0.320 -1.299 -1.387

Molar mass in Da: 93.2
Spin multiplicity: 2
<S²>: 0.75
Kohn-Sham gap (spin up / spin down) in eV: 10.39 / 6.94
Charge: 0
LUMO energy (spin up / spin down) in eV: 0.8 / -2.2

*b*
# C3H9OS

A cluster of 2 separate species, C3H9OS in total (ωB97M-V/def2-TZVPD, OMol25).

Element x y z (Å)
C: -2.538 -0.227 0.260
S: -2.547 1.272 1.202
H: -3.524 -0.478 -0.115
H: -1.785 -0.282 -0.527
H: -2.315 -1.052 0.907
C: 1.019 0.392 -0.546
O: 0.464 1.018 0.614
C: 2.207 -0.559 -0.180
H: 0.201 0.105 -1.238
H: 1.590 1.238 -1.069
H: -0.452 0.987 0.910
H: 2.465 -0.269 0.896
H: 2.057 -1.627 -0.256
H: 3.157 -0.519 -0.859

Molar mass in Da: 93.2
Spin multiplicity: 2
<S²>: 0.75
Kohn-Sham gap (spin up / spin down) in eV: 10.57 / 7.06
Charge: 0
LUMO energy (spin up / spin down) in eV: 0.8 / -2.3

Stability ranking, top and bottom: *a* is the most stable and *b* is the least stable.

*a*
# C10H12O2

A cluster of 2 separate species, C10H12O2 in total (ωB97M-V/def2-TZVPD, OMol25).

Element x y z (Å)
C: 1.898 -1.243 1.403
C: 1.347 -0.494 2.368
C: 0.037 0.234 2.324
C: -1.050 -0.263 1.732
C: -0.071 1.524 3.046
C: -0.829 2.547 2.675
C: 1.902 -1.094 -2.425
C: 0.589 -0.996 -2.688
C: -0.227 -0.075 -1.923
C: -1.661 0.076 -2.336
H: 2.855 -1.746 1.555
H: 1.423 -1.332 0.437
H: 1.900 -0.365 3.299
H: -1.017 -1.185 1.181
H: -1.971 0.300 1.731
H: 0.565 1.631 3.931
H: -0.884 3.479 3.238
H: -1.407 2.511 1.747
H: 2.620 -1.694 -2.998
H: 2.287 -0.436 -1.649
H: 0.093 -1.584 -3.462
H: -2.221 0.891 -1.839
O: 0.206 0.488 -0.933
O: -2.186 -0.709 -3.095

Molar mass in Da: 164.2
Kohn-Sham gap in eV: 7.58
Charge: 0
LUMO energy in eV: -1.0

*b*
# C10H12O2

The molecule C10H12O2 (ωB97M-V/def2-TZVPD, OMol25).

Element x y z (Å)
C: 1.947 0.052 -2.713
C: 0.591 -0.574 -0.899
C: 0.232 0.271 0.110
C: -0.989 0.035 0.786
C: -1.428 1.161 1.783
C: -0.518 1.815 2.565
C: 0.833 1.052 2.982
C: -1.919 -0.811 0.240
C: -1.640 -1.695 -0.809
C: -0.407 -1.478 -1.412
H: 3.060 -0.018 -2.816
H: 1.480 -0.375 -3.688
H: 1.677 1.113 -2.800
H: 0.878 1.066 0.364
H: -2.440 1.667 1.745
H: -0.763 2.878 3.099
H: 1.058 1.212 4.066
H: 0.680 -0.218 2.800
H: 1.724 1.505 2.201
H: -2.901 -0.905 0.659
H: -2.376 -2.308 -1.322
H: -0.672 -2.740 -2.983
O: 1.775 -0.521 -1.441
O: 0.118 -2.185 -2.517

Molar mass in Da: 164.2
Kohn-Sham gap in eV: 8.74
Charge: 0
LUMO energy in eV: 0.7

Stability ranking, top and bottom: *a* is the most stable and *b* is the least stable.

*a*
# C4H3N2

The ion C4H3N2 with charge +1 (ωB97M-V/def2-TZVPD, OMol25).

Element x y z (Å)
C: 1.710 -0.478 2.981
C: 0.977 -1.089 1.940
C: 0.499 -0.509 0.919
C: -0.415 0.865 -0.838
N: 2.319 0.226 3.682
N: 0.081 0.183 0.055
H: 1.025 -2.130 1.879
H: -0.673 0.547 -1.850
H: -0.071 1.852 -0.833

Molar mass in Da: 79.1
Kohn-Sham gap in eV: 8.64
Charge: +1
LUMO energy in eV: -7.3

*b*
# C4H3N2

A cluster of 2 separate species, C4H3N2 in total (ωB97M-V/def2-TZVPD, OMol25).

Element x y z (Å)
C: -2.644 0.055 -0.022
C: -0.757 -1.512 -0.045
C: 0.214 -0.755 -0.010
C: 1.901 0.943 -0.031
N: -3.397 0.893 0.017
N: 0.869 0.264 0.013
H: -1.073 -2.507 0.046
H: 2.843 0.548 -0.004
H: 2.045 2.072 0.036

Molar mass in Da: 79.1
Kohn-Sham gap (spin up / spin down) in eV: 7.51 / 7.51
Charge: +1
LUMO energy (spin up / spin down) in eV: -8.8 / -8.8

Stability ranking, top and bottom: *a* is the most stable and *b* is the least stable.

*a*
# C4H8NO3P

A cluster of 2 separate species, C4H8NO3P in total (ωB97M-V/def2-TZVPD, OMol25).

Element x y z (Å)
C: 1.091 1.404 1.325
C: -0.624 -1.909 -1.521
C: -1.804 -0.951 -1.903
C: 2.370 2.158 1.633
N: 0.580 1.460 0.180
O: -1.728 -0.712 1.851
O: -0.442 -1.758 -0.119
O: -2.463 -0.531 -0.731
P: -1.286 -0.565 0.492
H: 0.653 0.738 2.158
H: -0.804 -3.027 -1.635
H: 0.347 -1.726 -1.977
H: -1.370 -0.014 -2.252
H: -2.591 -1.548 -2.434
H: 2.653 2.036 2.690
H: 2.321 3.254 1.461
H: 3.096 1.693 0.782

Molar mass in Da: 149.1
Kohn-Sham gap (spin up / spin down) in eV: 8.06 / 8.78
Charge: 0
LUMO energy (spin up / spin down) in eV: -0.5 / -0.7

*b*
# C4H8NO3P

The molecule C4H8NO3P (ωB97M-V/def2-TZVPD, OMol25).

Element x y z (Å)
C: 2.139 -0.499 0.115
C: -1.051 0.476 1.023
C: -0.812 0.245 -1.267
C: 1.248 0.756 0.242
N: -0.230 0.825 -0.071
O: 1.744 -1.518 -0.569
O: 3.225 -0.526 0.579
O: -1.126 -0.912 1.172
P: -1.633 -1.772 -0.097
H: -0.644 0.871 2.004
H: -2.005 0.947 0.767
H: -1.829 0.584 -1.564
H: -0.212 0.177 -2.102
H: 1.751 1.630 -0.201
H: 1.388 1.211 1.278
H: 0.970 -1.421 -1.104
H: -2.923 -1.074 -0.207

Molar mass in Da: 149.1
Kohn-Sham gap in eV: 8.85
Charge: 0
LUMO energy in eV: 0.3

Stability ranking, top and bottom: *b* is the most stable and *a* is the least stable.

*a*
# C39H48FN7O5Sn

A structure of composition C39H48FN7O5Sn (ωB97M-V/def2-TZVPD, OMol25).

Element x y z (Å)
Sn: -1.643 -0.043 -1.922
O: 0.404 0.916 -1.353
C: 1.165 1.363 -0.435
C: 2.565 1.510 -0.692
C: 3.438 2.005 0.243
C: 2.988 2.389 1.515
C: 1.651 2.233 1.804
C: 0.725 1.721 0.880
C: -0.645 1.582 1.352
N: -1.679 1.158 0.744
C: -2.895 1.123 1.537
C: -3.621 -0.221 1.392
N: -4.206 -0.261 0.074
C: -5.462 -0.479 -0.005
C: -6.316 -0.207 -1.141
C: -7.629 -0.706 -1.118
C: -8.569 -0.351 -2.059
C: -8.199 0.576 -3.047
C: -6.928 1.090 -3.097
C: -5.901 0.702 -2.174
O: -4.720 1.154 -2.285
H: 2.911 1.217 -1.676
H: 4.489 2.114 -0.006
H: 3.669 2.811 2.243
H: 1.283 2.527 2.784
H: -0.763 1.904 2.400
H: -3.573 1.890 1.153
H: -2.692 1.333 2.598
H: -4.382 -0.302 2.182
H: -2.898 -1.034 1.503
H: -6.001 -0.807 0.900
H: -7.899 -1.394 -0.320
H: -9.567 -0.770 -2.031
H: -8.933 0.887 -3.783
H: -6.651 1.797 -3.872
F: 0.683 -0.072 4.775
C: 1.345 -0.682 3.746
C: 0.701 -0.837 2.555
C: 1.368 -1.374 1.461
C: 0.627 -1.520 0.177
O: -0.554 -1.175 0.136
C: 1.419 -2.070 -0.898
C: 2.710 -2.391 -0.675
N: 3.382 -2.235 0.503
C: 4.763 -2.626 0.590
C: 5.793 -1.572 0.879
C: 5.708 -2.192 -0.483
C: 2.708 -1.757 1.602
C: 3.320 -1.661 2.858
C: 2.658 -1.114 3.940
N: 3.337 -1.026 5.185
C: 4.581 -0.296 5.234
C: 4.353 1.141 5.698
N: 3.722 1.085 7.062
C: 2.407 0.352 7.026
C: 2.642 -1.044 6.450
C: 0.905 -2.313 -2.326
O: 1.704 -2.865 -3.089
O: -0.236 -1.840 -2.612
H: -0.326 -0.520 2.433
H: 3.278 -2.799 -1.502
H: 4.915 -3.612 1.014
H: 6.624 -1.827 1.526
H: 5.436 -0.554 0.976
H: 6.473 -2.895 -0.781
H: 5.321 -1.583 -1.288
H: 4.324 -2.038 3.001
H: 5.045 -0.276 4.252
H: 5.276 -0.791 5.927
H: 3.658 1.647 5.028
H: 5.281 1.706 5.761
H: 3.594 2.021 7.439
H: 4.354 0.581 7.685
H: 1.725 0.920 6.401
H: 2.011 0.297 8.039
H: 1.687 -1.547 6.352
H: 3.244 -1.620 7.168
C: -0.894 -1.504 -5.475
N: -1.979 -0.871 -4.737
C: -3.039 -1.848 -4.529
C: -2.486 0.331 -5.388
C: -1.434 1.434 -5.435
N: -0.939 1.810 -4.109
C: 0.481 2.143 -4.149
C: -1.700 2.919 -3.538
H: -1.225 -1.835 -6.474
H: -0.532 -2.360 -4.909
H: -0.051 -0.823 -5.586
H: -3.476 -2.191 -5.480
H: -3.838 -1.423 -3.924
H: -2.626 -2.709 -3.999
H: -3.342 0.679 -4.805
H: -2.829 0.121 -6.416
H: -1.857 2.304 -5.956
H: -0.587 1.092 -6.030
H: 0.693 2.953 -4.865
H: 1.061 1.260 -4.424
H: 0.803 2.456 -3.156
H: -1.528 3.857 -4.091
H: -1.395 3.069 -2.498
H: -2.763 2.684 -3.541

Molar mass in Da: 832.6
Kohn-Sham gap in eV: 3.36
Charge: 0
LUMO energy in eV: -1.8

*b*
# C39H48FN7O5Sn

A structure of composition C39H48FN7O5Sn (ωB97M-V/def2-TZVPD, OMol25).

Element x y z (Å)
Sn: -0.698 1.033 -2.043
O: 1.245 0.781 -0.500
C: 2.385 0.512 -1.019
C: 3.487 1.410 -0.868
C: 4.722 1.153 -1.408
C: 4.972 -0.028 -2.126
C: 3.936 -0.921 -2.280
C: 2.652 -0.682 -1.769
C: 1.643 -1.697 -2.040
N: 0.383 -1.562 -1.938
C: -0.457 -2.668 -2.357
C: -1.870 -2.482 -1.829
N: -2.396 -1.169 -2.176
C: -3.655 -1.028 -2.043
C: -4.454 0.168 -2.232
C: -5.802 0.079 -1.849
C: -6.665 1.146 -1.925
C: -6.164 2.365 -2.407
C: -4.857 2.487 -2.804
C: -3.940 1.398 -2.749
O: -2.736 1.545 -3.182
H: 3.291 2.323 -0.318
H: 5.520 1.877 -1.281
H: 5.949 -0.228 -2.545
H: 4.102 -1.846 -2.827
H: 2.053 -2.655 -2.405
H: -0.063 -3.631 -2.003
H: -0.497 -2.717 -3.451
H: -1.855 -2.597 -0.739
H: -2.507 -3.281 -2.232
H: -4.250 -1.898 -1.718
H: -6.161 -0.874 -1.471
H: -7.699 1.049 -1.621
H: -6.821 3.227 -2.464
H: -4.471 3.428 -3.176
F: -0.514 -3.941 2.673
C: -0.310 -2.624 2.948
C: -0.684 -1.692 2.019
C: -0.516 -0.337 2.267
C: -0.942 0.633 1.229
O: -1.557 0.202 0.257
C: -0.608 2.004 1.520
C: -0.093 2.308 2.731
N: 0.245 1.415 3.711
C: 0.711 1.879 4.988
C: 2.151 1.670 5.373
C: 1.643 3.043 5.042
C: 0.050 0.068 3.482
C: 0.426 -0.899 4.419
C: 0.254 -2.250 4.166
N: 0.711 -3.179 5.154
C: 0.114 -3.070 6.479
C: 1.205 -3.416 7.511
N: 2.278 -4.158 6.771
C: 1.662 -5.254 5.952
C: 0.889 -4.580 4.798
C: -0.760 3.184 0.556
O: -0.599 4.306 1.042
O: -0.954 2.893 -0.654
H: -1.127 -1.993 1.079
H: 0.096 3.353 2.935
H: -0.027 1.799 5.781
H: 2.790 1.196 4.640
H: 2.377 1.429 6.404
H: 1.964 3.469 4.102
H: 1.501 3.761 5.835
H: 0.898 -0.587 5.340
H: -0.747 -3.743 6.586
H: -0.240 -2.059 6.650
H: 0.840 -4.060 8.308
H: 1.664 -2.530 7.947
H: 3.011 -4.494 7.394
H: 2.669 -3.486 6.101
H: 1.016 -5.821 6.619
H: 2.452 -5.908 5.589
H: -0.054 -5.111 4.643
H: 1.464 -4.641 3.877
C: -0.972 -0.060 -5.468
N: 0.331 0.454 -5.077
C: 1.382 -0.507 -5.356
C: 0.630 1.715 -5.738
C: -0.174 2.894 -5.222
N: 0.079 3.208 -3.826
C: 1.466 3.540 -3.549
C: -0.804 4.292 -3.404
H: -1.045 -0.189 -6.563
H: -1.764 0.605 -5.124
H: -1.140 -1.025 -4.990
H: 1.539 -0.651 -6.440
H: 1.125 -1.476 -4.924
H: 2.320 -0.174 -4.909
H: 0.463 1.639 -6.829
H: 1.695 1.914 -5.605
H: -1.244 2.696 -5.316
H: 0.064 3.760 -5.868
H: 1.839 4.340 -4.212
H: 2.110 2.666 -3.651
H: 1.547 3.879 -2.515
H: -0.606 5.214 -3.977
H: -0.671 4.487 -2.344
H: -1.838 3.985 -3.561

Molar mass in Da: 832.6
Kohn-Sham gap in eV: 3.78
Charge: 0
LUMO energy in eV: -1.7

Stability ranking, top and bottom: *b* is the most stable and *a* is the least stable.

*a*
# C3H10N2S

A cluster of 2 separate species, C3H10N2S in total (ωB97M-V/def2-TZVPD, OMol25).

Element x y z (Å)
C: -2.815 3.412 -0.013
C: -2.473 1.936 -0.225
S: -1.431 1.923 -1.670
H: -3.333 3.821 -0.887
H: -1.933 4.027 0.036
H: -3.424 3.656 0.839
H: -3.327 1.310 -0.467
H: -2.048 1.554 0.706
N: 2.360 -4.329 1.261
C: 3.161 -3.229 1.515
N: 3.089 -2.139 0.868
H: 2.060 -4.780 2.113
H: 1.580 -4.094 0.658
H: 3.834 -3.396 2.353
H: 3.846 -1.512 1.116
H: -0.464 2.659 -1.081

Molar mass in Da: 106.2
Spin multiplicity: 2
<S²>: 0.75
Kohn-Sham gap (spin up / spin down) in eV: 7.27 / 2.33
Charge: +1
LUMO energy (spin up / spin down) in eV: -4.3 / -9.3

*b*
# C3H10N2S

A cluster of 2 separate species, C3H10N2S in total (ωB97M-V/def2-TZVPD, OMol25).

Element x y z (Å)
C: 1.926 -1.828 -1.352
N: 1.965 0.774 -0.085
C: 0.856 0.200 -0.767
N: 0.755 -0.996 -1.153
H: 2.098 -1.960 -2.423
H: 1.766 -2.806 -0.905
H: 2.802 -1.346 -0.909
H: 2.063 1.743 -0.402
H: 1.693 0.849 0.899
H: -0.007 0.871 -0.886
C: -2.524 0.450 0.105
S: -1.312 0.677 1.454
H: -3.447 0.012 0.473
H: -2.705 1.420 -0.348
H: -2.094 -0.228 -0.632
H: -0.976 -0.623 1.663

Molar mass in Da: 106.2
Spin multiplicity: 2
<S²>: 0.77
Kohn-Sham gap (spin up / spin down) in eV: 10.65 / 4.71
Charge: +1
LUMO energy (spin up / spin down) in eV: -3.8 / -8.7

Stability ranking, top and bottom: *a* is the most stable and *b* is the least stable.